55
Properties=species:S:1:pos:R:3:lowdin_charge:R:1 method="wB97M-V/def2-TZVPD" homo_ev=-11.91 total_charge=+1 orbital_gap_ha=0.355
H -5.3101 0.0580 -2.8051 0.045
H 2.0737 5.2516 1.4903 0.040
H -0.5428 -1.0018 1.2782 0.112
H -1.8020 2.8744 0.7115 0.052
H -0.9737 2.9709 2.0269 0.079
C 1.3900 -1.6318 2.0060 -0.125
H -0.0095 -2.5256 0.6611 0.100
H -2.8187 1.4510 -3.8707 -0.001
H -2.4884 -1.9170 -2.0414 0.055
O -5.0220 0.1221 -1.8879 -0.056
H 1.1080 4.1554 1.1385 0.011
C -0.0632 -1.9403 1.5784 -0.272
O -1.5523 -2.1784 -1.9797 -0.073
H 1.3483 -1.3543 3.0675 0.083
O -0.8229 0.0665 -2.9058 -0.085
O 1.5904 4.5212 1.8921 -0.063
H -0.4674 1.4542 0.1582 -0.003
C 2.1178 0.6999 1.5286 -0.172
H 0.8505 -2.9346 -1.6374 0.059
O 4.0477 -2.6062 -0.5309 -0.056
O 1.2550 -2.0604 -1.6022 -0.042
N 2.0543 -0.7080 1.0209 0.045
H 2.9272 -1.1226 0.7020 0.133
H -1.3742 3.4283 -4.3602 0.079
H -1.4506 0.7960 -2.8811 -0.017
H 1.1569 -2.6948 4.8594 0.044
O -1.3441 2.4789 -4.1992 -0.038
H -3.5547 0.4838 -4.8701 0.069
H -0.6432 -3.5916 2.6280 0.076
H 2.2350 0.9103 3.7030 0.080
H -1.2555 -2.1542 3.2995 0.076
C 2.9105 0.8110 2.8686 -0.045
H 2.5034 1.3890 0.7915 0.123
O -3.2981 0.6116 -3.9525 -0.057
H -5.8297 -0.1239 -1.4188 0.066
H 2.5846 -2.1370 5.0736 0.057
H 1.3498 -0.6402 0.2705 0.100
H -3.5757 1.1273 -1.2634 0.016
H -0.5289 2.1501 -4.5920 0.076
H 0.7779 -1.5493 -2.2697 0.033
H 1.0860 0.8731 1.8023 0.100
N -0.9374 -2.6396 2.4769 0.022
H 3.4254 -2.5296 -1.2682 0.017
O 0.1955 0.9709 -0.3823 -0.079
O 1.6613 -1.8839 4.9799 -0.058
H 4.9278 -2.5907 -0.9198 0.051
H -0.1734 0.9582 -1.2732 0.010
H -1.1838 -0.4856 -3.6062 0.058
H 3.6219 1.6084 2.6879 0.073
H -1.3983 -1.4881 -1.3126 0.030
O -2.7927 1.6732 -1.0461 -0.042
H -2.7159 2.3416 -1.7322 0.040
H 3.6467 0.0023 2.9070 0.081
H 1.9962 -2.5367 1.9177 0.132
O -0.9127 2.7868 1.0827 -0.042

***

59
Properties=species:S:1:pos:R:3:lowdin_charge:R:1 method="wB97M-V/def2-TZVPD" homo_ev=-3.67 total_charge=-2 orbital_gap_ha=0.316
H -0.7976 -1.1682 -0.8929 0.086
O -2.8626 -0.8494 -1.1365 -0.128
O 1.4383 3.8365 -0.1445 -0.049
H -1.1328 -3.4954 -0.3794 -0.038
H 0.0378 -3.2927 3.7928 0.052
O -4.1930 1.3254 -2.1426 -0.099
H 0.8285 2.2231 -3.2360 -0.021
H 1.8989 -0.2132 3.3520 0.003
O 0.4583 -2.8973 -0.6119 -0.134
H -0.0563 -1.2654 -2.7818 0.044
H -1.8689 2.1655 3.2804 0.036
H 0.6740 -2.4378 0.2907 0.016
O 1.5734 -2.1906 1.5515 -0.301
O 0.2863 2.1404 -2.5057 -0.170
H 2.0842 -2.9123 1.4116 -0.045
C 0.9984 0.6190 0.3640 -0.299
H -0.5459 1.4464 1.5807 0.088
H 1.6974 0.7818 1.1215 0.082
H -1.7485 -3.3706 1.0396 0.042
O 2.6106 -1.1105 -1.6960 -0.035
H -1.1701 2.1933 -3.2361 -0.002
H -1.8498 1.0612 -3.7459 -0.003
O -0.8698 -1.0635 -3.3044 -0.046
H 3.3445 3.4971 -0.6105 -0.016
C -1.6606 -0.6932 -0.3361 -0.239
H 2.2651 -0.2406 -1.6868 -0.030
O -0.3537 -2.9909 2.9406 -0.151
O -2.3147 -1.0924 3.1832 -0.073
H 1.3883 2.9476 -0.1081 -0.086
H -1.3796 3.1892 2.2559 -0.019
O 1.6665 1.0118 -0.7610 -0.314
H 2.3707 -1.4679 3.0359 0.018
H -3.8876 0.5518 -1.7169 -0.054
O -1.9518 -3.6049 0.0852 -0.090
H 0.5178 -2.7922 2.3946 -0.007
H 2.6086 -1.3473 -0.7913 -0.019
H 0.8240 -0.4845 0.4521 0.086
H -3.4205 1.7836 -2.5535 -0.002
H -1.6421 1.3116 -1.3330 0.118
O 2.4011 -0.8572 3.8593 -0.128
H -1.7223 -1.8105 3.0135 -0.054
H 4.0453 0.1881 0.8565 0.068
O -2.0338 1.9903 -3.7126 -0.112
C -0.3729 1.3975 0.4913 -0.146
H 0.8955 1.4037 -1.7779 0.087
O -1.9323 3.0889 2.9957 -0.052
H -3.1159 -1.8011 -1.1459 0.101
C -1.5675 0.8133 -0.2652 -0.179
H -1.4574 -1.3412 -2.6110 -0.010
H -2.5127 1.2708 0.1604 0.130
H 1.4836 4.0762 -1.1067 0.083
H -1.7307 -1.1384 0.6944 0.109
O 4.0527 -0.7277 1.2455 -0.051
H 3.1687 -0.9705 1.2959 -0.083
H 2.9536 2.0734 -0.7597 -0.063
H -0.2219 2.4653 0.0564 0.118
O 3.6240 2.6823 -0.9864 -0.061
H 1.1318 -2.5786 -1.2169 0.013
H -2.9546 -1.3291 2.4922 0.031

***

59
Properties=species:S:1:pos:R:3:lowdin_charge:R:1 method="wB97M-V/def2-TZVPD" homo_ev=-12.22 total_charge=+1 orbital_gap_ha=0.350
H -4.7889 -1.2800 -1.0496 -0.001
O 2.9209 2.2937 -0.4284 -0.045
H -2.1741 -0.8272 -4.3940 0.053
C 1.9032 -1.5360 -0.9403 -0.249
H -2.0318 -0.0139 -3.0414 0.010
H -0.0900 -0.6662 -0.8087 0.115
H 1.9006 -1.6634 -2.0404 0.113
H 1.8950 -1.2915 3.7253 0.012
H -4.8630 2.2785 0.7229 0.055
H 1.6783 -0.6860 1.4698 0.098
H -0.2778 1.7222 0.9256 0.140
O 3.1083 1.7797 3.1476 -0.055
O -0.0928 2.8978 -1.8277 -0.046
O -4.2842 -0.8506 0.5916 -0.039
O -2.0685 -2.4034 0.6234 -0.070
H -0.3559 3.8000 -1.9930 0.070
O -2.3523 1.4069 -2.1722 -0.042
N 0.5035 1.2507 2.8743 0.154
C 1.0535 -0.0054 0.8783 -0.094
H 3.7928 0.8921 0.2484 0.013
H -1.0867 -2.3195 0.4858 0.043
H -3.4592 -2.8775 -1.9664 0.048
H -4.5144 -0.9788 -2.5357 0.046
H 3.3424 0.8451 3.3308 0.021
C 0.9426 -0.3714 -0.5648 -0.173
N 1.4583 -2.7455 -0.2252 0.017
H 2.7470 3.1305 -3.5373 0.100
H -1.5341 1.9307 -2.1177 0.005
O -1.8195 -0.8673 -3.5112 -0.073
H 3.5061 1.9155 2.2578 0.061
O 0.9454 -1.2106 3.8926 -0.043
H -2.2944 -2.7765 -0.2293 -0.015
H 3.7616 -0.6150 2.1871 0.029
H 1.1648 0.4881 -1.1953 0.085
H 0.5101 -1.9322 3.4164 0.080
H 2.1537 -3.4693 -0.2375 0.072
O 4.1931 0.1308 0.6976 -0.045
C 0.4075 1.0113 1.4316 -0.085
H -3.4381 -1.3347 0.6327 0.027
O 3.5016 -0.8839 3.1034 -0.061
H -2.1703 -2.2597 -2.4886 -0.024
H 5.0963 0.3347 0.5063 0.073
H 0.4483 0.3449 3.3822 0.097
H 2.0139 2.3713 -0.1459 0.019
H 2.9524 -1.3266 -0.5911 0.105
O -4.8237 -1.6596 -1.9367 -0.046
H 0.6785 2.7614 -2.4121 0.016
H -2.6996 1.4060 -1.2886 0.021
H -0.3272 1.8032 3.1707 0.179
O -2.4649 -2.9942 -1.9507 -0.091
O 2.2953 2.4104 -3.0827 -0.029
H 0.5757 -3.0894 -0.5599 0.059
O -3.9972 1.8295 0.7342 -0.086
H 1.3953 1.7457 3.1335 0.113
H 4.2271 -1.3646 3.4850 0.086
H 2.3359 1.6358 -3.6640 0.104
H -4.9180 -1.3405 1.0842 0.074
H 2.8470 2.2877 -1.4065 0.020
H -4.1897 0.8780 0.6794 -0.025

***

12
Properties=species:S:1:pos:R:3:lowdin_charge:R:1 method="wB97M-V/def2-TZVPD" homo_ev="-28.77 / -27.25" total_charge=+4 orbital_gap_ha="0.334 / 0.200"
Li -0.9188 -2.0657 0.7034 0.879
C -0.5062 1.1075 0.7822 0.440
H -1.0128 1.7796 1.4592 0.156
C 1.8532 -0.7215 -0.1204 0.109
C 0.4453 -0.5634 -0.9391 -0.364
C -0.3938 0.3962 -0.2174 0.141
O 2.9568 -0.5101 -0.5696 0.052
O -0.1037 -1.8269 -0.9425 -0.222
H 0.7285 -0.1770 -1.9323 0.210
Li -0.3885 -2.8888 -2.3627 0.907
H 1.4883 -0.4566 1.0096 0.237
Al 4.4244 -0.4784 -0.2022 1.454

***

12
Properties=species:S:1:pos:R:3:mulliken_spin:R:1 method="wB97M-V/def2-TZVPD" homo_ev="-17.59 / -18.80" total_charge=+2 multiplicity=3 orbital_gap_ha="0.305 / 0.275"
O 1.5584 0.7476 0.1205 0.040
Li 0.5037 0.9104 1.9245 0.000
C -1.0656 -0.1783 0.9662 0.913
H -1.5946 1.5597 -0.2794 0.007
H -0.1949 1.4205 -1.5587 0.001
H -0.9460 -2.1950 1.6827 0.023
C 0.4403 1.0651 -0.5197 0.238
O -0.3542 -2.1450 -0.3022 0.256
C -0.8138 -1.4986 0.8421 0.055
Au 1.0312 -0.9724 -0.6707 0.252
Li 2.3112 0.5515 -2.0005 -0.002
C -0.8757 0.7345 -0.2048 0.217

***

18
Properties=species:S:1:pos:R:3:mulliken_spin:R:1 method="wB97M-V/def2-TZVPD" homo_ev="-14.97 / -15.86" total_charge=+1 multiplicity=2 orbital_gap_ha="0.336 / 0.323"
C 1.3336 0.1403 0.3721 0.018
H 1.6703 -1.5140 -1.2901 0.047
F -3.1559 -0.6161 0.5929 0.000
F -0.0196 2.0927 0.0621 0.001
B 1.8902 -1.2894 -0.1337 0.356
F -2.0799 1.0124 -1.0446 0.000
F -1.2956 -1.4922 1.2652 0.005
F -1.0828 -0.9213 -1.3253 0.005
H 3.1392 -1.6146 -0.0933 0.321
C -1.8737 -0.3813 0.8310 0.001
F 2.3995 0.9929 0.2056 0.037
F 0.5544 0.9619 -1.7067 -0.001
Cu -1.4762 3.0362 -1.0450 0.000
C 0.1863 0.7949 -0.4321 0.008
H 1.8111 -2.0934 0.8144 0.206
C -1.1882 0.0869 -0.4842 0.004
F -1.7643 0.5864 1.7407 0.000
F 0.9517 0.2177 1.6711 -0.007

***

11
Properties=species:S:1:pos:R:3:lowdin_charge:R:1 method="wB97M-V/def2-TZVPD" homo_ev="-8.73 / -7.61" orbital_gap_ha="0.295 / 0.218"
Br 2.0364 1.9304 0.8911 0.601
N -0.8582 -0.7990 -1.1958 0.131
C -0.5379 0.3391 0.7247 -0.299
Br 1.9861 -1.2426 1.0261 0.657
C 0.1080 -0.2254 -1.7026 -0.343
O 0.8648 0.0966 -2.5275 0.190
H -1.8774 -1.4739 0.3860 0.119
C 1.0435 0.2969 0.4477 -1.110
H -0.7103 1.2873 0.1356 0.118
C -1.2153 -0.7032 0.0456 -0.181
H -0.8397 0.4937 1.7691 0.118

***

14
Properties=species:S:1:pos:R:3:lowdin_charge:R:1 method="wB97M-V/def2-TZVPD" homo_ev=-8.77 orbital_gap_ha=0.311
C -0.9004 1.8945 0.1215 -1.088
H -3.5781 -0.7743 -1.9505 0.100
Br -2.7819 2.1100 0.0036 0.742
O -0.7935 -0.2863 -1.4310 -0.498
Cl -1.3177 -3.2815 -1.0104 0.097
O -3.1549 -0.8416 -1.0726 -0.395
C -0.2004 1.3885 1.2057 -0.236
C 1.2380 1.3490 1.0361 -0.182
Cl 3.1084 1.8342 -1.0028 0.634
H 1.9409 0.9846 1.7302 0.094
H -0.7989 1.0021 2.1723 0.156
S 0.1777 2.3968 -1.1464 0.936
C 1.6014 1.8195 -0.1830 -0.967
S -1.6088 -1.1275 -0.6306 0.606

***

14
Properties=species:S:1:pos:R:3:lowdin_charge:R:1 method="wB97M-V/def2-TZVPD" homo_ev="-8.10 / -8.38" orbital_gap_ha="0.273 / 0.264"
C 0.3921 -1.1187 0.5532 -0.735
Br 2.5080 1.4171 2.6805 0.831
C 1.3978 0.8698 1.3040 -0.737
O 0.6564 2.9693 0.4357 0.109
C 0.7517 1.7821 0.4907 -0.430
N -0.3858 -0.4047 -0.3489 -0.068
Cl 0.2423 -2.7679 0.5530 0.831
O -0.7204 1.6354 -1.3765 0.047
H -2.1525 -1.5307 -0.5229 0.111
H -1.7053 -0.3913 -1.8242 0.084
C -1.3221 -1.1198 -1.1280 -0.072
N 1.2040 -0.4153 1.3779 0.014
H -0.7250 -1.9118 -1.6795 0.104
N -0.1412 0.9863 -0.5151 -0.089

***

9
Properties=species:S:1:pos:R:3:lowdin_charge:R:1 method="wB97M-V/def2-TZVPD" homo_ev=-9.41 orbital_gap_ha=0.358
C 0.8912 -0.3374 0.0115 -0.335
C -1.3134 0.7913 -1.9169 -0.765
H -0.5415 -0.4994 1.4157 0.033
C -0.5727 0.3897 -1.0492 -0.020
Br -2.5564 1.3576 -3.1106 0.708
O 1.8898 -0.3629 -0.6027 0.152
H 0.7594 0.4257 1.9589 0.117
H 0.9876 -1.3190 1.9290 0.146
C 0.4559 -0.4455 1.3642 -0.037

***

10
Properties=species:S:1:pos:R:3:lowdin_charge:R:1 method="wB97M-V/def2-TZVPD" homo_ev=-9.74 smiles=ClC#CCl.CC#N orbital_gap_ha=0.377
H 1.3959 1.8002 0.8954 0.123
Cl -3.7438 1.0992 -1.2044 0.714
N 0.0446 -1.1004 0.9435 0.138
H 0.1843 1.6947 2.2808 0.132
Cl -4.1190 -2.8104 0.8257 0.703
C 0.1201 0.0352 0.9768 -0.331
H -0.4524 1.9324 0.5293 0.045
C -3.9505 -1.3600 0.0818 -0.696
C -3.9196 -0.2886 -0.4021 -0.733
C 0.2903 1.4516 1.1121 -0.095

***

13
Properties=species:S:1:pos:R:3:lowdin_charge:R:1 method="wB97M-V/def2-TZVPD" homo_ev=-3.00 smiles="O=c1[nH]c([O-])c(C(Cl)Cl)[nH]1" total_charge=-1 orbital_gap_ha=0.230
C 1.4432 -1.4469 -0.1633 -1.157
H -1.8636 1.7423 -1.1571 0.138
O -0.8340 -0.2019 -2.2699 -0.060
O -1.3260 2.3730 1.4603 0.001
C -0.2010 -0.5423 0.0375 -0.152
N -0.2436 0.3598 1.1806 0.103
C -0.6460 0.1269 -1.0947 -0.593
H 1.2899 -1.9088 -1.1680 0.039
Cl 2.7935 -0.4532 0.1673 0.535
H 0.1012 0.0779 2.0265 0.101
C -0.9349 1.4352 0.8094 -0.594
N -1.1341 1.3481 -0.5904 0.164
Cl 1.5555 -2.9099 0.7619 0.475

***

| no. | F_max (eV/A) |
| --- | --- |
| 1 | 2.50 |
| 2 | 6.48 |
| 3 | 2.23 |
| 4 | 11.92 |
| 5 | 6.21 |
| 6 | 0.73 |
| 7 | 3.23 |
| 8 | 3.08 |
| 9 | 5.36 |
| 10 | 5.25 |
| 11 | 4.18 |
| 12 | 5.73 |